The following is a quantum chemistry calculation of a structure of composition C42H120Br9N21O12P6 in a non-equilibrium geometry, from the Open Molecules 2025 dataset.

Each line ends with the Mulliken charge.
Element x y z (Å)
N 5.208 -3.208 -0.952  1.0767
H 1.288 -1.910 -6.004  0.3432
H 6.749 2.991 -2.098  0.3012
H -3.586 -1.658 3.144  -0.3066
C 6.246 -0.530 5.413  -0.7713
C 3.040 -5.233 -7.808  -1.1273
N 7.964 2.751 4.973  0.3453
H -1.801 -2.834 7.892  0.3612
H -1.662 4.408 -4.795  0.4518
H -5.542 -6.447 -3.524  0.2817
H -3.523 -1.498 4.899  0.4041
H -1.699 -3.319 -0.574  0.1470
N 3.562 -1.777 2.412  0.8603
H -1.928 1.327 -1.509  0.4052
H -0.707 1.943 2.358  -0.6794
H 5.804 0.657 2.453  0.1019
H 2.566 -5.936 -4.620  0.3574
H 2.712 -6.166 -8.266  0.2948
H 9.092 4.087 3.797  0.3429
H -4.081 -5.575 1.383  0.1958
H -1.554 3.406 1.769  0.0027
C -4.132 -2.739 0.318  -1.1775
C -6.260 3.209 -3.732  -0.9856
C -0.420 -0.748 -0.949  -0.9089
H -1.921 6.535 -5.427  0.4495
O 4.411 2.357 -3.877  -0.5570
H 0.373 2.411 -2.681  0.4336
C -6.994 -5.694 -0.088  -1.1209
H -0.588 -1.206 -1.919  0.3871
Br -6.464 0.910 4.473  -0.0308
O 4.729 -4.029 -1.718  -0.6260
H -6.291 2.327 -3.099  0.3232
H 6.838 -1.360 5.031  0.3649
H 0.532 1.399 5.968  0.3416
N 0.640 -0.483 4.962  1.0320
H 0.410 3.621 5.388  -0.0030
Br -1.085 6.679 -0.942  -0.0042
H 0.349 -8.371 -5.574  0.3565
C -6.314 0.063 2.765  -0.2706
C 3.174 -5.356 -5.311  -1.1111
H 2.210 3.794 0.724  -0.5501
H 1.593 -2.351 2.649  0.3041
H -4.282 -1.748 -0.128  0.2494
H -3.439 7.410 -5.184  0.3343
H -3.804 4.345 -1.716  -0.3112
C 8.830 2.737 6.139  -1.1085
H -0.435 -0.290 2.429  -0.5894
N -1.367 -1.333 6.487  0.5618
H -0.115 -1.464 -0.175  0.0966
H 6.030 -1.733 -2.080  0.3743
C -2.425 4.445 -4.014  -1.5484
C -2.974 -1.847 4.029  -0.6818
O 4.919 1.166 -2.163  -0.3780
H 8.202 2.718 7.026  0.3389
H 4.099 1.493 3.826  -0.3521
H -2.856 -2.936 4.084  0.4204
H 5.684 4.128 -2.949  0.2900
Br 0.573 6.031 5.921  -0.0391
H -4.062 -5.869 -4.296  0.2485
H 1.885 -7.620 -6.088  0.3165
H 7.868 3.196 2.927  0.3968
C -4.458 -6.393 -3.420  -1.0966
H -6.938 7.458 -4.524  0.3124
H -0.918 -1.459 8.518  0.3815
P 6.428 2.139 5.120  0.4708
H -0.127 3.977 -2.016  -0.4417
C 0.575 -3.787 -3.943  -0.7039
H -7.459 -5.510 0.884  0.3467
H 1.800 -0.726 6.724  0.4404
N 0.521 0.360 -1.062  1.0007
C 0.350 0.927 4.990  -1.1209
H 5.311 3.570 -1.254  0.2689
N 4.953 2.193 -2.805  0.8483
H 2.709 4.365 -0.821  0.6008
C 2.107 -1.511 2.191  0.1938
N -3.295 5.582 -4.185  0.4968
C -0.992 -2.126 7.658  -1.2247
Br -0.416 7.540 2.048  -0.0491
H 9.371 2.369 3.484  0.3245
H 1.486 3.824 -2.675  0.5461
H 5.109 4.864 4.973  0.3553
H 9.536 1.898 6.119  0.2830
H 1.877 -0.572 2.682  -0.3880
C -1.811 7.219 0.782  -0.4057
H -6.662 8.441 -3.024  0.4415
C 0.801 -7.554 -6.140  -1.0414
H -4.791 2.886 -1.613  0.5438
H 1.889 1.009 -2.534  0.2233
H -2.200 7.370 -3.891  0.1828
H -0.115 -2.742 7.486  0.3379
H -4.248 -7.029 0.331  0.2388
N -1.051 1.964 0.302  1.1690
H 0.963 1.465 4.252  0.0731
H 5.139 4.929 3.190  0.2927
H -2.043 -0.873 1.855  0.1576
H -5.294 7.381 -1.277  0.4700
H -2.642 -7.416 -1.952  0.5626
H -1.771 -6.586 -5.877  0.3549
H -3.068 1.970 -0.303  -0.3066
H -2.801 0.066 5.865  0.4218
H -2.215 -4.014 -2.110  -0.4317
H -0.307 -1.720 -5.223  0.3614
H 6.666 -0.286 6.389  0.3065
H -2.993 3.517 -4.021  0.3006
H -6.045 2.915 -4.761  0.3313
O -5.636 5.423 -5.458  -0.8738
C -6.691 7.449 -3.464  -1.0990
H -5.005 -3.044 0.891  0.4169
N 0.342 -3.705 -5.380  0.2407
H -2.357 1.813 1.959  -0.4281
H -1.026 -7.113 -4.267  0.5515
N -3.760 -3.681 -0.716  0.6218
H -7.469 6.837 -2.989  0.3124
H -2.040 3.064 -1.194  -0.1210
C -2.685 6.799 -4.692  -1.0983
N -4.001 -5.867 -2.151  0.5191
C -1.441 2.328 1.652  0.6981
Br -1.726 4.520 4.434  -0.0164
H -7.245 3.681 -3.816  0.2833
N -5.235 4.138 -3.237  0.3713
C 8.599 3.109 3.727  -1.2371
P 0.748 -4.923 -6.426  0.2770
N -1.700 -1.125 3.899  0.8926
H 1.462 -0.648 -2.675  0.2824
Br 1.261 4.501 3.238  0.1307
C -2.667 -6.333 -1.801  -0.9502
C 1.664 0.125 -1.934  -0.8379
C -1.204 -1.054 2.528  -0.2428
H 3.514 3.050 4.571  0.3907
N -5.381 6.822 -3.272  0.3520
N 0.294 -6.295 -5.612  0.4789
H 4.063 -5.915 -5.601  0.4564
C 0.157 4.503 4.819  0.0183
H 2.662 -0.118 5.302  0.1149
C 0.714 3.287 -2.128  -0.7150
H 2.182 -1.854 5.462  0.4513
H -1.313 -5.416 -4.612  0.2701
C 5.170 -1.783 -1.413  -0.5232
H 0.554 -4.831 -3.628  0.4090
C -4.779 -6.215 0.842  -0.9118
Br -4.917 0.848 1.701  0.1326
P -0.587 -1.615 5.048  0.0093
H 6.659 4.784 4.093  0.3690
C -4.621 7.256 -2.133  -0.4677
O 1.250 1.360 1.292  -1.0776
H -6.071 -0.983 2.884  0.2466
H 4.287 -1.675 -2.033  0.1444
O -5.879 -4.057 -2.273  -0.9429
H 1.958 -1.475 1.118  -0.0501
H 9.419 3.660 6.156  0.3245
O -0.082 -2.982 4.867  -0.9106
H -2.339 8.135 0.569  0.4733
H 3.250 2.757 -0.244  0.0816
H -1.911 4.460 -3.039  0.5732
C 2.409 3.456 -0.297  -0.2620
H 2.828 -4.398 -8.475  0.2962
C -2.501 -3.336 -1.320  -0.0600
C -2.280 -0.247 6.769  -1.2301
H -3.284 -2.656 1.008  0.3670
P 0.531 1.593 0.032  -0.7738
H -3.920 6.474 -1.839  -0.2624
H 5.205 -1.113 -0.566  0.1638
Br -8.000 0.055 1.821  -0.0365
N 6.396 0.607 4.502  0.4098
O 4.336 -1.254 1.634  -0.3205
P -4.951 5.490 -4.159  0.0863
N -5.570 -5.412 -0.070  0.3014
H 6.839 -0.704 2.894  0.5007
N 2.401 -4.998 -6.506  0.1896
C 6.628 0.343 3.099  -0.8488
H 5.201 -0.816 5.549  0.0899
O 5.899 2.208 6.497  -0.9392
H -1.758 0.620 7.185  0.2135
H -7.222 -6.731 -0.372  0.3434
H 2.554 -0.153 -1.363  0.3057
C -1.070 -6.375 -5.066  -1.3266
H -2.556 -2.342 -1.790  0.2976
O 5.718 -3.465 0.110  -0.5659
H -0.690 1.130 4.722  0.4607
C 5.721 3.321 -2.227  -0.7340
H -7.469 -5.059 -0.834  0.3590
H -2.439 -6.135 -0.756  0.2965
C -4.810 3.947 -1.865  -0.3331
C 0.290 -2.351 -5.885  -1.1089
H -1.906 -5.877 -2.440  -0.1609
H -3.063 -0.587 7.453  0.3876
C 1.892 -0.819 5.628  -1.3352
H -5.479 4.477 -1.173  0.1383
H -5.444 -6.748 1.521  0.4421
H -4.155 -7.445 -3.449  0.4410
O 3.882 -2.541 3.294  -0.6210
H 4.115 -5.208 -7.642  0.4913
H -0.160 -3.194 -3.399  0.1101
N 5.556 3.031 4.012  0.6645
H 3.810 2.917 2.865  0.0191
C 4.180 2.578 3.841  -0.5462
Br -3.068 5.903 1.365  -0.0400
H 0.472 -7.727 -7.174  0.3177
H -0.777 -2.014 2.192  0.3418
O 0.135 -4.767 -7.755  -0.8758
H 1.594 -3.479 -3.660  0.2342
H -1.374 -0.385 -0.560  0.0868
P -4.885 -4.683 -1.392  0.2363
C -2.067 2.071 -0.727  -0.3446
H 7.518 0.884 2.760  0.2309
C 5.610 4.493 4.072  -1.1533
H 3.549 -4.456 -4.813  0.2846
H -3.984 8.143 -2.246  0.2372
H -0.213 -2.316 -6.852  0.3325
N 1.183 2.872 -0.808  0.7280

As for the gap between HOMO and LUMO: 7.8 eV. The relative energy (zero: lowest compared OMol25 entry of this formula, charge and spin) comes out at 0.00 kJ/mol. Its net charge is 0. As for the multiplicity: 1. Its HOMO energy is -8.256 eV. The calculation puts the energy at -28939.28976 Ha.